1.
{"formula": "C12H30InN2O8P", "method": "ωB97M-V/def2-TZVPD", "total_energy_ev": -46747.355, "gap_ev": 4.0, "relative_energy_ev": 1.612, "symbols": ["In", "P", "O", "O", "O", "O", "C", "O", "C", "C", "N", "C", "C", "O", "C", "H", "H", "H", "H", "H", "H", "H", "H", "H", "H", "H", "H", "H", "H", "H", "C", "O", "C", "C", "N", "C", "C", "O", "C", "H", "H", "H", "H", "H", "H", "H", "H", "H", "H", "H", "H", "H", "H", "H"], "positions_angstrom": [[-27.3974, -14.6098, 26.0023], [-29.6617, -13.0563, 27.7577], [-30.1355, -14.1236, 26.8062], [-30.7180, -12.1438, 28.5256], [-28.7782, -12.2191, 26.7648], [-28.5678, -13.7638, 28.6574], [-25.0771, -12.6906, 23.1450], [-26.2852, -12.9167, 23.7828], [-27.0756, -11.7126, 23.7579], [-28.5191, -11.8934, 23.3066], [-29.1678, -12.8082, 24.2390], [-30.6034, -12.9060, 23.9694], [-31.3621, -11.6356, 24.4244], [-31.5478, -10.7250, 23.3078], [-32.0613, -9.4871, 23.7977], [-25.2271, -12.5345, 22.0768], [-24.4331, -13.5460, 23.3494], [-24.5438, -11.8420, 23.5735], [-26.6056, -10.9072, 23.1935], [-27.1375, -11.3278, 24.7758], [-28.5412, -12.2728, 22.2850], [-29.0046, -10.9174, 23.3046], [-29.1178, -12.3394, 25.1322], [-31.0196, -13.7801, 24.4702], [-30.7440, -13.0956, 22.9052], [-30.7901, -11.1669, 25.2252], [-32.3568, -11.8818, 24.7958], [-31.2608, -8.8482, 24.1706], [-32.7339, -9.5712, 24.6513], [-32.5798, -8.9731, 22.9883], [-33.6343, -18.4196, 27.4338], [-32.2462, -18.4328, 27.1260], [-31.6055, -17.4206, 27.8157], [-30.1079, -17.5308, 27.4465], [-29.8353, -16.6195, 26.2521], [-30.5090, -16.9571, 25.0432], [-29.9826, -18.2748, 24.4090], [-28.5888, -18.1475, 23.9650], [-28.0121, -19.2365, 23.2811], [-34.1017, -18.9972, 26.6364], [-34.0484, -17.4115, 27.4535], [-33.8180, -18.8531, 28.4168], [-31.6980, -17.5816, 28.8898], [-31.9384, -16.3986, 27.6349], [-29.9300, -18.5382, 27.0704], [-29.4932, -17.3703, 28.3322], [-30.1074, -15.6935, 26.5498], [-30.3203, -16.2149, 24.2675], [-31.5914, -16.9218, 25.1667], [-30.6849, -18.3894, 23.5833], [-30.1296, -19.1282, 25.0709], [-27.0327, -18.9640, 22.8878], [-28.5142, -19.5997, 22.3844], [-27.9421, -20.0855, 23.9612]]}

---

2.
{"formula": "C19H37N4O7PS", "method": "ωB97M-V/def2-TZVPD", "total_energy_ev": -60708.421, "gap_ev": 8.5, "relative_energy_ev": 10.986, "smiles": "CC(C)CC[C@]1(CCCCCN)OS(=O)(=O)O[C@@H]1CP(=O)(O)O.CC#N.CC#N.CC#N", "symbols": ["C", "C", "C", "C", "C", "C", "C", "C", "C", "C", "C", "N", "O", "S", "O", "O", "O", "C", "C", "P", "O", "O", "O", "H", "H", "H", "H", "H", "H", "H", "H", "H", "H", "H", "H", "H", "H", "H", "H", "H", "H", "H", "H", "H", "H", "H", "H", "H", "H", "H", "H", "C", "C", "N", "H", "H", "H", "C", "C", "N", "H", "H", "H", "C", "C", "N", "H", "H", "H"], "positions_angstrom": [[-1.3514, -3.7702, -0.6548], [-0.8772, -2.3843, 0.1509], [-1.0408, -2.7506, 1.7613], [-1.8807, -1.1937, -0.3658], [-1.2044, 0.2990, -0.4413], [0.0460, 0.4474, -1.4879], [1.3492, 0.3272, -0.4458], [1.7441, 1.8283, 0.1774], [2.5100, 1.6723, 1.6530], [1.8398, 2.7457, 2.7058], [1.9009, 4.3133, 2.2139], [0.4693, 4.8396, 2.2126], [0.3325, 1.7487, -2.1258], [1.5630, 1.3715, -3.2923], [3.0064, 1.9433, -3.0133], [1.3496, 1.8274, -4.7594], [1.5190, -0.3464, -3.4631], [0.2857, -0.6518, -2.6738], [-0.9199, -1.0856, -3.6871], [-2.2581, 0.2313, -4.0058], [-3.0798, -0.2721, -5.2994], [-1.6684, 1.8183, -4.4101], [-3.4632, 0.3734, -2.7314], [-0.4245, -4.5200, -0.6276], [-2.2985, -4.2698, -0.1539], [-1.5951, -3.5722, -1.7828], [0.2513, -2.2397, -0.1236], [-2.1641, -2.5803, 2.0998], [-0.8725, -3.9298, 1.8317], [-0.2584, -2.2032, 2.4486], [-2.7681, -1.1250, 0.4292], [-2.3784, -1.5651, -1.3600], [-0.8720, 0.5657, 0.6740], [-1.9859, 1.1552, -0.7270], [1.1055, -0.3349, 0.5030], [2.2811, -0.1773, -0.9613], [0.7920, 2.5154, 0.3277], [2.4912, 2.4211, -0.5004], [3.6659, 1.8704, 1.4653], [2.4196, 0.5805, 2.0685], [2.4592, 2.6617, 3.7139], [0.7493, 2.3840, 2.9653], [2.4202, 4.4300, 1.1589], [2.4823, 4.9623, 3.0180], [-0.0649, 4.4140, 3.0204], [-0.0252, 4.5071, 1.3544], [0.5980, -1.7052, -2.2085], [-0.4099, -1.3134, -4.7422], [-1.4574, -2.1094, -3.3930], [-1.8207, 2.4453, -3.6215], [-3.5372, 1.3553, -2.4590], [5.4592, 0.3214, 4.9340], [3.9886, 0.1552, 4.5878], [2.7685, 0.0172, 4.3007], [5.5820, 1.1275, 5.6625], [5.8490, -0.6068, 5.3609], [6.0290, 0.5657, 4.0332], [1.4472, -1.4540, 6.8279], [0.1191, -2.1338, 7.1183], [-0.9826, -2.6979, 7.3593], [1.4877, -0.4843, 7.3315], [2.2712, -2.0765, 7.1873], [1.5600, -1.3009, 5.7510], [-5.2423, -1.5066, -7.0275], [-6.7130, -1.6728, -7.3737], [-7.9331, -1.8108, -7.6609], [-5.1196, -0.7005, -6.2990], [-4.8526, -2.4347, -6.6006], [-4.6726, -1.2622, -7.9284]]}

---

3.
{"formula": "C16H20N4O2", "method": "ωB97M-V/def2-TZVPD", "total_energy_ev": -26973.020, "gap_ev": 8.7, "relative_energy_ev": 0.742, "smiles": "CNC(=O)[C@@H]1CCCN1C(C)=O.c1ccc2ncncc2c1", "symbols": ["C", "N", "C", "O", "C", "C", "C", "C", "N", "C", "C", "O", "H", "H", "H", "H", "H", "H", "H", "H", "H", "H", "H", "H", "H", "H", "C", "C", "C", "C", "N", "C", "N", "C", "C", "C", "H", "H", "H", "H", "H", "H"], "positions_angstrom": [[3.6663, -2.5324, 2.9445], [2.5963, -2.0491, 2.0740], [1.5350, -2.7701, 1.6944], [1.3938, -3.9440, 2.0268], [0.5048, -2.0658, 0.7893], [-0.8337, -2.8072, 0.6630], [-0.6229, -3.7074, -0.5541], [0.2639, -2.8561, -1.4643], [0.9868, -1.9414, -0.5872], [1.9347, -1.0641, -0.9656], [2.3634, -1.0245, -2.4203], [2.4700, -0.2939, -0.1732], [3.2481, -2.8521, 3.9012], [4.1641, -3.3845, 2.4777], [4.3951, -1.7385, 3.1159], [2.6873, -1.1237, 1.6670], [0.3223, -1.0785, 1.2118], [-1.6273, -2.0917, 0.4445], [-1.0860, -3.3790, 1.5567], [-1.5669, -3.9648, -1.0360], [-0.0852, -4.6096, -0.2582], [0.9496, -3.4950, -2.0221], [-0.3599, -2.2830, -2.1521], [3.1055, -0.2371, -2.5462], [2.8010, -1.9828, -2.6931], [1.5008, -0.8122, -3.0486], [-2.6368, 5.8702, -0.7480], [-1.4778, 5.5505, -1.4646], [-0.9375, 4.2619, -1.3702], [-1.5449, 3.2936, -0.5701], [-1.0127, 2.0745, -0.5072], [-1.6110, 1.1702, 0.2719], [-2.7148, 1.3972, 0.9919], [-3.2536, 2.6162, 0.9285], [-2.6982, 3.6180, 0.1465], [-3.2494, 4.9070, 0.0620], [-3.0605, 6.8684, -0.8177], [-0.9988, 6.2988, -2.0902], [-0.0391, 3.9942, -1.9150], [-1.1755, 0.1793, 0.3113], [-4.1503, 2.8226, 1.5050], [-4.1461, 5.1659, 0.6202]]}